Formula: CH12O8
Source: OMol25
Level of theory: wB97M-V/def2-TZVPD

Structure (XYZ):
```
21
Properties=species:S:1:pos:R:3:forces:R:3:nbo_charge:R:1
O 1.083 -0.692 -0.448 2.61 -0.85 0.12 -0.80
H 1.218 0.256 -0.411 0.16 1.48 0.58 0.55
H 0.307 -0.825 -0.967 -3.48 -1.15 -2.52 0.54
H 0.938 -1.208 0.341 0.18 -0.29 1.84 0.56
C -1.113 -0.391 -2.611 -4.51 -0.70 -0.06 0.93
O -2.075 0.020 -3.286 1.01 0.24 -0.17 -0.76
O 0.073 0.186 -2.738 2.79 1.03 -0.10 -0.77
O -1.178 -1.272 -1.719 1.56 -0.16 0.86 -0.81
H 0.011 0.899 -3.370 -0.28 0.15 -0.51 0.49
O 0.468 -2.496 1.744 -0.99 0.26 0.17 -0.95
H -0.479 -2.279 1.790 0.24 -0.10 -0.63 0.48
H 0.609 -2.700 2.672 0.73 -0.03 0.09 0.49
O 0.960 1.958 -0.448 0.48 -0.46 0.93 -0.94
H 0.382 2.160 0.288 -0.11 0.07 0.33 0.48
H 0.652 2.516 -1.143 -0.24 0.45 -1.08 0.50
O 1.055 0.629 2.556 0.75 0.21 0.19 -0.96
H 1.585 1.407 2.333 -0.17 -0.21 0.15 0.47
H 0.203 0.730 2.128 -0.34 -0.02 -0.31 0.48
O -1.232 0.191 1.006 0.17 -0.21 1.02 -0.95
H -1.832 -0.006 1.741 0.00 0.08 -0.34 0.49
H -1.636 0.917 0.541 -0.56 0.20 -0.58 0.49
```
Forces are in eV/Å.

Energy above the lowest of the compared OMol25 structures with the same formula, charge and spin, kJ/mol: 62.7
Orbital gap, eV: 7.676

***

Formula: C60H98BN14O8Pb
Source: OMol25
Level of theory: wB97M-V/def2-TZVPD

Structure (XYZ):
```
182
Properties=species:S:1:pos:R:3:forces:R:3:lowdin_spin:R:1
Pb -14.766 8.658 -34.353 0.13 0.04 -0.30 0.68
O -14.337 11.333 -34.045 2.83 4.29 1.42 0.07
C -13.802 12.403 -33.641 -2.12 -3.07 -0.50 0.01
O -12.687 12.599 -32.928 -0.73 -1.36 -0.52 0.00
B -12.546 13.994 -32.483 -0.09 -0.06 -0.75 0.00
O -13.798 14.591 -33.080 1.76 2.10 1.75 0.00
C -14.515 13.768 -33.730 -2.41 -0.16 -1.71 0.00
O -15.578 14.063 -34.281 1.72 -1.09 0.66 0.00
O -11.321 14.578 -33.006 1.56 1.05 0.95 0.00
C -10.545 15.073 -31.989 1.63 0.99 -0.11 0.00
O -9.430 15.608 -32.049 -3.44 -1.66 -0.23 0.00
C -11.378 14.859 -30.641 1.04 0.57 -1.30 0.00
O -12.421 14.140 -31.030 -0.97 -0.05 1.11 0.00
O -11.080 15.309 -29.564 -0.70 -0.82 -0.84 0.00
C -16.132 16.362 -31.749 -0.51 -0.52 -0.32 0.00
C -17.222 17.459 -31.636 1.04 0.10 0.42 0.00
C -18.069 17.434 -30.341 0.23 -1.01 0.63 0.00
C -18.476 16.065 -29.958 -0.20 1.53 -1.02 0.00
N -18.809 15.013 -29.680 -0.27 -1.40 0.32 0.00
H -15.493 16.509 -32.620 0.01 0.36 0.13 0.00
H -16.535 15.367 -31.939 -0.49 -0.06 0.01 0.00
H -15.499 16.194 -30.878 -0.04 0.65 0.17 0.00
H -17.827 17.487 -32.542 -0.29 -0.35 0.12 0.00
H -16.674 18.401 -31.666 -0.15 0.25 0.25 0.00
H -18.932 18.100 -30.314 -0.09 -0.14 -0.45 0.00
H -17.532 17.698 -29.430 0.72 0.53 -0.32 0.00
C -19.091 11.956 -38.684 -0.17 0.52 -0.82 0.00
C -18.197 12.793 -37.788 0.66 -1.79 0.96 0.00
C -16.743 12.201 -37.617 0.26 0.54 0.91 0.00
C -16.530 11.105 -36.664 -0.06 -2.94 1.86 0.01
N -16.310 10.189 -35.958 -0.57 2.58 -1.97 0.02
H -18.763 12.140 -39.707 -0.17 -0.51 -0.22 0.00
H -20.143 12.236 -38.632 0.05 0.44 0.07 0.00
H -19.125 10.892 -38.451 0.59 -0.01 0.04 0.00
H -18.648 12.705 -36.800 0.17 0.56 0.28 0.00
H -18.085 13.844 -38.055 -0.24 -0.18 -0.20 0.00
H -16.149 12.987 -37.151 0.21 0.32 -0.12 0.00
H -16.151 11.875 -38.472 -0.54 0.30 -0.59 0.00
C -8.451 18.934 -29.318 0.10 -0.25 -0.37 0.00
C -8.972 17.817 -28.408 0.76 0.63 -0.26 0.00
C -9.918 18.331 -27.317 0.55 -0.06 0.13 0.00
C -9.252 19.124 -26.261 -1.33 -1.60 -2.70 0.00
N -8.722 19.736 -25.478 1.36 1.57 2.11 0.00
H -9.212 19.311 -30.001 -0.31 0.22 0.26 0.00
H -7.706 18.524 -30.000 0.22 -0.06 0.13 0.00
H -7.990 19.762 -28.779 -0.10 0.00 0.07 0.00
H -8.094 17.355 -27.957 -0.13 -0.25 0.13 0.00
H -9.462 17.085 -29.049 -0.17 -0.13 0.33 0.00
H -10.358 17.487 -26.786 -0.50 0.07 -0.26 0.00
H -10.636 18.973 -27.828 -0.43 -0.12 0.41 0.00
C -20.176 14.642 -34.053 -0.48 0.23 -0.50 0.00
C -18.886 14.197 -33.452 0.77 -1.11 1.18 0.00
C -18.621 12.645 -33.482 0.06 0.37 0.01 0.00
C -19.701 11.835 -32.858 -1.59 -1.09 0.91 0.00
N -20.570 11.206 -32.377 2.35 1.56 -1.24 0.00
H -20.213 15.731 -34.079 0.04 0.06 -0.22 0.00
H -21.081 14.343 -33.524 0.19 -0.32 0.18 0.00
H -20.240 14.244 -35.066 -0.22 0.20 -0.22 0.00
H -18.825 14.480 -32.401 -0.26 -0.02 0.21 0.00
H -18.027 14.727 -33.865 0.05 -0.31 -0.47 0.00
H -17.661 12.410 -33.022 -0.10 0.12 0.63 0.00
H -18.397 12.227 -34.464 -0.59 0.21 -0.43 0.00
C -6.673 13.303 -28.706 -0.71 -0.73 1.16 0.00
C -7.893 14.166 -28.226 0.75 -0.52 0.01 0.00
C -9.099 13.378 -27.619 0.47 -0.49 -0.70 0.00
C -8.833 12.317 -26.636 0.41 1.62 -0.93 0.00
N -8.611 11.507 -25.871 0.19 -1.19 0.99 0.00
H -6.858 12.669 -29.574 -0.25 0.51 -0.36 0.00
H -6.475 12.551 -27.942 0.09 -0.01 0.36 0.00
H -5.717 13.814 -28.815 -0.36 0.44 -0.22 0.00
H -8.248 14.737 -29.083 -0.33 0.05 0.14 0.00
H -7.584 14.886 -27.468 0.27 0.00 -0.05 0.00
H -9.543 12.816 -28.441 -0.50 0.29 -0.15 0.00
H -9.822 14.054 -27.161 -0.09 0.04 -0.34 0.00
C -13.216 18.566 -32.016 0.81 0.01 -0.09 0.00
C -12.427 18.664 -30.697 -0.60 0.58 -0.91 0.00
C -13.179 18.075 -29.511 0.69 -0.85 0.06 0.00
C -14.466 18.714 -29.312 -2.34 1.70 0.82 0.00
N -15.489 19.262 -29.156 2.31 -1.30 -0.49 0.00
H -13.436 17.531 -32.280 -0.23 -0.07 0.13 0.00
H -12.572 18.932 -32.816 -0.02 0.13 -0.11 0.00
H -14.120 19.175 -32.034 -0.09 -0.17 0.19 0.00
H -12.255 19.722 -30.499 -0.07 0.16 0.13 0.00
H -11.421 18.276 -30.860 -0.10 -0.57 0.38 0.00
H -12.529 18.089 -28.636 -0.38 0.44 0.34 0.00
H -13.396 17.010 -29.590 0.04 -0.21 -0.47 0.00
C -8.931 11.452 -35.601 -0.52 -0.16 0.76 0.00
C -9.849 11.108 -34.378 0.51 -0.11 -0.87 0.00
C -9.597 9.680 -33.831 0.29 -0.73 -0.56 0.00
C -9.214 8.608 -34.838 -0.21 0.32 0.28 0.00
N -8.882 7.747 -35.537 -0.44 0.87 0.46 0.00
H -7.885 11.432 -35.294 0.05 0.08 0.01 0.00
H -9.163 12.427 -36.030 -0.01 0.09 0.21 0.00
H -9.038 10.731 -36.411 -0.11 -0.16 0.07 0.00
H -10.901 11.248 -34.624 -0.01 -0.31 -0.26 0.00
H -9.694 11.820 -33.567 0.32 -0.06 0.06 0.00
H -10.464 9.307 -33.285 -0.16 -0.03 -0.18 0.00
H -8.786 9.650 -33.104 0.20 0.27 -0.05 0.00
C -15.931 18.838 -36.225 0.11 -0.85 -0.50 0.00
C -16.375 17.553 -35.551 -0.74 0.65 0.55 0.00
C -16.781 16.442 -36.523 0.63 0.18 0.21 0.00
C -15.601 15.930 -37.244 2.74 -1.37 -2.02 0.00
N -14.660 15.523 -37.835 -3.15 1.32 2.03 0.00
H -16.710 19.151 -36.920 -0.07 0.28 0.07 0.00
H -15.061 18.598 -36.835 0.34 0.62 0.16 0.00
H -15.783 19.590 -35.450 0.35 0.13 -0.37 0.00
H -17.260 17.888 -35.010 -0.30 -0.60 0.29 0.00
H -15.656 17.233 -34.798 0.04 -0.26 -0.18 0.00
H -17.487 16.867 -37.237 -0.03 -0.18 -0.16 0.00
H -17.248 15.608 -36.000 0.01 -0.03 0.02 0.00
C -15.323 11.609 -27.683 -0.49 0.71 -0.61 0.00
C -16.056 12.003 -29.008 0.38 -0.71 1.25 0.00
C -15.477 13.225 -29.713 -0.85 -0.36 -0.28 0.00
C -15.628 14.429 -28.883 0.42 2.23 1.16 0.00
N -15.713 15.393 -28.220 0.22 -2.41 -1.62 0.00
H -14.247 11.507 -27.825 0.01 -0.22 -0.02 0.00
H -15.754 10.724 -27.215 0.15 -0.13 -0.24 0.00
H -15.463 12.412 -26.959 0.06 0.12 0.01 0.00
H -17.096 12.198 -28.746 -0.08 0.12 -0.13 0.00
H -16.074 11.172 -29.714 0.15 -0.06 -0.05 0.00
H -16.077 13.314 -30.619 -0.22 0.56 -0.05 0.00
H -14.477 13.061 -30.113 0.32 0.29 0.61 0.00
C -16.812 8.357 -29.060 -0.69 0.50 -0.28 0.00
C -18.189 8.595 -29.799 1.40 -0.26 1.49 0.00
C -18.146 8.417 -31.294 0.14 -0.39 0.02 0.01
C -17.087 9.223 -31.917 0.16 0.52 -0.71 0.03
N -16.272 9.878 -32.428 -1.10 -0.60 0.98 0.05
H -16.804 8.788 -28.059 -0.24 0.23 -0.08 0.00
H -16.008 8.837 -29.618 0.15 -0.05 0.01 0.00
H -16.550 7.314 -28.880 -0.21 -0.16 -0.49 0.00
H -18.557 9.608 -29.643 0.01 -0.07 0.50 0.00
H -18.879 7.858 -29.387 -0.33 0.31 -0.08 0.00
H -19.139 8.716 -31.630 0.20 0.02 -0.65 0.00
H -17.972 7.363 -31.514 0.00 0.01 -0.35 0.00
C -10.504 11.013 -30.446 -0.06 -0.54 -0.62 0.00
C -11.427 10.364 -29.409 1.27 0.92 0.02 0.00
C -12.830 10.048 -29.888 0.27 0.59 0.12 0.00
C -12.842 9.384 -31.186 -0.32 -0.71 -0.01 0.02
N -12.877 8.877 -32.218 0.11 0.02 0.24 0.03
H -9.443 10.926 -30.214 -0.06 0.14 0.35 0.00
H -10.755 12.057 -30.630 -0.02 0.01 0.12 0.00
H -10.608 10.501 -31.403 -0.04 0.03 -0.13 0.00
H -11.493 11.105 -28.612 -0.29 -0.27 0.39 0.00
H -10.977 9.468 -28.982 0.05 -0.01 -0.10 0.00
H -13.390 10.970 -30.043 -0.16 0.06 0.17 0.00
H -13.247 9.492 -29.049 -0.68 -0.32 -0.60 0.00
C -11.856 6.389 -38.105 -0.90 1.01 0.11 0.00
C -12.003 7.772 -38.793 0.05 -0.31 0.10 0.00
C -11.449 8.966 -38.008 -0.10 -0.04 0.36 0.00
C -12.251 9.314 -36.833 -0.85 0.23 1.09 0.01
N -12.883 9.621 -35.910 0.74 -0.72 -1.24 0.03
H -12.547 6.373 -37.262 -0.18 -0.13 0.08 0.01
H -10.887 6.181 -37.652 0.21 0.07 -0.56 0.00
H -12.197 5.634 -38.813 0.34 -0.19 0.17 0.00
H -13.047 8.019 -38.987 -0.23 -0.38 0.06 0.00
H -11.559 7.760 -39.788 0.36 0.06 0.12 0.00
H -11.474 9.861 -38.629 0.39 0.03 -0.06 0.00
H -10.457 8.760 -37.606 0.27 0.14 -0.28 0.00
C -7.894 15.094 -35.036 0.73 -0.90 0.03 0.00
C -6.443 14.469 -35.120 -1.34 0.49 -0.33 0.00
C -5.707 14.243 -33.768 -0.24 -0.03 -1.04 0.00
C -6.302 13.177 -32.967 -1.68 -2.66 2.04 0.00
N -6.761 12.295 -32.331 1.33 2.71 -2.01 0.00
H -8.600 14.441 -34.523 0.20 -0.06 0.39 0.00
H -8.332 15.177 -36.031 0.31 0.25 -0.21 0.00
H -7.916 16.064 -34.540 0.13 -0.04 -0.01 0.00
H -5.871 15.080 -35.818 0.39 0.42 0.54 0.00
H -6.489 13.548 -35.702 -0.20 -0.40 0.42 0.00
H -5.655 15.162 -33.184 0.02 -0.05 0.02 0.00
H -4.701 13.895 -34.004 0.19 0.22 0.13 0.00
C -12.617 17.560 -35.634 -0.77 -0.36 0.40 0.00
C -11.203 17.061 -35.448 -0.46 0.69 -0.39 0.00
C -10.223 17.998 -36.194 1.17 -1.08 1.97 0.00
C -10.025 17.710 -37.602 -0.53 0.40 -0.63 0.00
N -9.960 17.480 -38.731 0.14 0.03 0.63 0.00
H -12.905 17.658 -36.680 0.10 -0.10 -0.03 0.00
H -12.802 18.511 -35.134 0.31 0.25 -0.11 0.00
H -13.320 16.884 -35.147 -0.13 -0.24 -0.15 0.00
H -11.094 16.021 -35.755 0.05 0.08 -0.30 0.00
H -10.944 17.057 -34.389 0.08 0.17 0.05 0.00
H -9.309 17.774 -35.644 0.70 -0.10 -0.57 0.00
H -10.333 19.036 -35.878 -0.62 0.18 -0.82 0.00
```
Forces are in eV/Å.

Expectation value of S²: 0.753
Orbital gap (alpha / beta), eV: 5.290 / 10.341
2S+1: 2

***

Formula: C3H5InLiO3
Source: OMol25
Level of theory: wB97M-V/def2-TZVPD

Structure (XYZ):
```
13
Properties=species:S:1:pos:R:3:forces:R:3:lowdin_spin:R:1
C -2.822 -0.563 -1.146 -1.94 -0.44 1.22 0.04
C -3.551 -0.395 0.014 -0.44 -0.57 -1.85 0.05
H -2.937 0.162 -1.955 0.53 -0.09 0.25 0.00
H -2.307 -1.513 -1.312 0.03 0.39 -0.12 0.00
H -4.249 0.445 0.062 0.39 -0.07 0.26 0.00
H -3.818 -1.280 0.599 0.57 0.36 0.30 0.00
H -1.866 0.242 0.713 1.52 0.11 -2.33 0.00
O 1.179 0.451 -0.184 2.45 -0.35 -0.25 0.14
C 0.143 -0.210 0.180 -1.66 -3.91 0.60 0.02
O 0.159 -1.404 0.466 0.49 1.84 -0.15 0.01
O -0.970 0.533 0.070 -1.42 0.99 2.36 0.12
In 0.404 2.266 -0.405 -0.69 2.33 -0.38 0.61
Li 2.181 -1.251 0.187 0.19 -0.59 0.10 0.01
```
Forces are in eV/Å.

Expectation value of S²: 0.755
Energy above the lowest of the compared OMol25 structures with the same formula, charge and spin, kJ/mol: 0.0
Net charge: +2
Orbital gap (alpha / beta), eV: 8.631 / 4.180
2S+1: 2